# C6H13P

A cluster of 2 separate species, C6H13P in total (wB97M-V/def2-TZVPD, the Open Molecules 2025 dataset).

Last column: Löwdin charge in e.
CARTESIAN COORDINATES (ANGSTROEM)
1 C 0.54236 -1.32934 0.86352  -0.045
2 H -1.55315 0.55936 0.96616  -0.054
3 H -0.77154 1.89821 0.06492  0.120
4 C 1.69295 0.68390 -0.14478  -0.068
5 H -0.41256 0.56454 -1.73727  0.068
6 H 1.71717 1.73350 -0.65088  0.117
7 H 1.49624 -1.73446 0.69944  0.044
8 H -2.79485 -1.14101 0.62792  -0.113
9 C -0.64689 0.94428 0.75730  -0.087
10 P -4.37318 0.75072 0.17947  0.723
11 H 2.37154 -0.00001 -0.59453  0.058
12 H 2.14927 0.85215 0.80190  0.056
13 C -3.53959 -0.46241 0.63842  -0.520
14 C -0.28635 -0.37048 -1.29277  -0.080
15 H -1.22442 -0.80436 -1.34976  0.049
16 H -0.01115 1.45925 1.58403  0.113
17 H 0.36838 -1.06431 1.96140  0.100
18 H 0.37531 -1.06911 -1.72120  0.080
19 C 0.29697 -0.01495 0.03003  -0.657
20 H -0.25412 -2.07605 0.51408  0.095

## Properties
SMILES: CC(C)(C)C.C#P
ΔE to the lowest compared entry with this formula, charge and spin in kcal/mol: 62.1


# C6H14

The molecule C6H14 (wB97M-V/def2-TZVPD, the Open Molecules 2025 dataset).

Last column: Löwdin charge in e.
CARTESIAN COORDINATES (ANGSTROEM)
1 H -1.50660 0.24654 -1.13333  0.014
2 H -0.18382 3.50358 0.02464  0.079
3 C 0.71383 1.40380 -0.62169  -0.277
4 H 1.71295 -0.50293 -0.72277  0.097
5 H -2.18421 -1.08550 -0.52986  0.019
6 H 1.54264 0.14544 0.92788  0.089
7 H 0.43302 1.07866 -1.72441  0.112
8 H 1.71675 2.01705 -0.77390  0.120
9 H -0.50681 -0.36867 1.31017  0.108
10 C 0.26893 -2.21779 1.03272  -0.103
11 C -0.37425 2.36685 0.05736  -0.116
12 H -0.68484 -2.71176 1.21680  0.065
13 C -1.27097 -0.70805 -0.77781  -0.070
14 H 0.83458 -1.94147 2.02506  0.113
15 H -0.68714 1.99901 1.02812  0.046
16 H -1.27540 2.33406 -0.69653  0.080
17 C -0.25152 -0.93085 0.40013  -0.380
18 C 1.04133 -0.00198 -0.03014  -0.215
19 H 0.96117 -2.90444 0.50344  0.075
20 H -0.93633 -1.28138 -1.81871  0.145

## Properties
SMILES: CCCC(C)C
ΔE to the lowest compared entry with this formula, charge and spin in kcal/mol: 57.9


# C6H14

A cluster of 3 separate species, C6H14 in total (wB97M-V/def2-TZVPD, the Open Molecules 2025 dataset).

Last column: Löwdin charge in e.
CARTESIAN COORDINATES (ANGSTROEM)
1 H -1.72562 1.39808 -0.02286  0.113
2 H 1.32288 -0.16508 -3.19970  0.072
3 H 2.18427 0.29369 -1.71881  0.065
4 H -0.76179 -0.59252 -1.88710  0.118
5 H 0.51735 1.27339 0.54238  0.091
6 H -0.25962 1.09056 -1.82730  0.114
7 H -0.73620 0.78126 2.73495  0.078
8 H -1.90345 -0.46904 2.27997  0.075
9 C 0.01029 0.07887 -1.50051  -0.226
10 C -1.56544 0.54695 2.04419  -0.107
11 H 1.60364 -1.36602 -1.94109  0.066
12 H 0.53668 -1.02045 1.79186  0.077
13 H 1.33555 1.17069 0.38556  0.099
14 C 1.36127 -0.31161 -2.11213  -0.114
15 C 0.49774 -1.15806 0.70787  -0.057
16 H -2.38324 1.22739 2.29132  0.066
17 C -1.20252 0.66202 0.58807  -0.220
18 C -0.21878 -0.04348 -0.00476  -0.488
19 H -0.12735 -2.03205 0.49756  0.101
20 H 1.51433 -1.36459 0.35051  0.076

## Properties
ΔE to the lowest compared entry with this formula, charge and spin in kcal/mol: 74.6


# C6H14

A structure of composition C6H14 (wB97M-V/def2-TZVPD, the Open Molecules 2025 dataset).

Last column: Löwdin charge in e.
CARTESIAN COORDINATES (ANGSTROEM)
1 H -0.34571 -2.06748 -0.03975  0.080
2 H 2.22853 1.14838 -1.00648  0.082
3 H -1.77729 0.22512 0.98472  0.101
4 C 0.64564 0.49025 0.32104  -0.395
5 H 1.37402 -0.27335 -1.60495  0.079
6 C -1.75531 1.05084 -0.20332  -0.093
7 H -2.48379 0.92887 -0.99564  0.067
8 C 1.55487 -0.41372 1.14562  -0.083
9 H 1.70916 -1.38687 0.66474  0.076
10 H 0.59900 1.47679 0.79703  0.137
11 C -0.79287 0.04379 0.07332  -0.517
12 H -1.24708 -0.51696 1.67223  0.117
13 C 1.24094 0.68632 -1.09015  -0.066
14 H -2.01241 -1.64798 -0.48245  0.091
15 H -0.68189 -1.25943 -1.59393  0.091
16 H 2.54074 0.05972 1.23011  0.081
17 H -1.59456 2.03259 0.23360  0.070
18 H 1.15893 -0.57814 2.15147  0.069
19 C -0.97169 -1.32414 -0.54003  -0.068
20 H 0.61077 1.32540 -1.71718  0.083

## Properties
ΔE to the lowest compared entry with this formula, charge and spin in kcal/mol: 118.6


# C6H14

The molecule C6H14 (wB97M-V/def2-TZVPD, the Open Molecules 2025 dataset).

Last column: Löwdin charge in e.
CARTESIAN COORDINATES (ANGSTROEM)
1 H -0.39947 -1.23523 0.08483  0.106
2 C -2.04076 0.02716 0.18318  -0.252
3 C 1.72897 0.08202 -0.19666  -0.305
4 H -2.50586 0.89689 0.64292  0.101
5 C -2.12631 0.23868 -1.36125  -0.110
6 H 1.86497 -1.43711 1.27661  0.064
7 H 2.43472 0.82225 -0.61796  0.104
8 H 2.63405 -0.01238 1.67195  0.075
9 H -3.17101 0.18028 -1.62556  0.062
10 C -0.61159 -0.30487 0.62410  -0.228
11 H 0.51578 1.40777 1.12403  0.112
12 H -2.63313 -0.88313 0.29675  0.098
13 H 1.50536 -0.33152 -1.18566  0.108
14 H -0.50437 -0.52147 1.68280  0.104
15 C 0.43395 0.76350 0.23649  -0.221
16 H 3.43387 -1.02273 0.37503  0.075
17 H -1.66066 1.14983 -1.70207  0.054
18 H 0.16513 1.45299 -0.54533  0.090
19 H -1.57493 -0.58656 -1.79646  0.068
20 C 2.51131 -0.68636 0.83225  -0.104

## Properties
SMILES: CCCCCC
ΔE to the lowest compared entry with this formula, charge and spin in kcal/mol: 19.8


# C6H14Cl2NOP

A cluster of 2 separate species, C6H14Cl2NOP in total (wB97M-V/def2-TZVPD, the Open Molecules 2025 dataset).

Last column: Löwdin charge in e.
CARTESIAN COORDINATES (ANGSTROEM)
1 H 3.22281 -0.67851 -0.37512  0.092
2 Cl 1.34749 -1.86812 -3.07788  0.442
3 O 0.16515 0.48774 -2.22747  -0.393
4 H -3.71830 1.83763 2.47368  0.029
5 H -2.36841 1.30210 0.28435  0.081
6 H 3.92990 -0.43805 -2.88845  0.028
7 H -3.73556 0.07985 1.89732  0.086
8 C 2.73247 -0.01466 -1.10047  -0.425
9 H -0.04845 0.28200 0.82478  0.059
10 H 2.66216 0.88588 -0.53433  0.063
11 N -0.36535 -2.16234 -0.01999  -0.005
12 H -1.39634 2.07374 1.57973  0.104
13 Cl 5.06858 1.03513 -1.58970  0.574
14 C -1.96567 1.18003 1.26597  -0.212
15 C 3.59678 0.31386 -2.24810  -0.705
16 H -2.20215 -1.78293 1.06052  0.134
17 H 0.32577 -1.93087 0.77627  0.058
18 H -2.02925 -1.15973 -0.63815  0.133
19 H -2.82064 0.65334 3.20447  0.055
20 C -3.18051 0.99506 2.24858  -0.096
21 P 1.03690 -0.55505 -1.72673  0.316
22 H -0.94913 -0.39652 2.13465  0.081
23 C -0.99624 -0.07820 1.13017  -0.221
24 C -1.43093 -1.33811 0.34358  -0.411
25 H 3.11891 1.27673 -2.79766  0.134

## Properties
ΔE to the lowest compared entry with this formula, charge and spin in kcal/mol: 84.3


# C6H14Cl2Si

The molecule C6H14Cl2Si (wB97M-V/def2-TZVPD, the Open Molecules 2025 dataset).

Last column: Löwdin charge in e.
CARTESIAN COORDINATES (ANGSTROEM)
1 Cl -2.29690 0.94679 1.42440  0.242
2 H 0.79204 0.57080 -1.19110  0.093
3 C 2.54593 -1.15030 0.53818  -0.673
4 H -1.29215 3.21898 -0.51519  0.030
5 H 3.00885 -0.36627 1.08637  0.066
6 C 0.54343 -1.01123 2.07237  -0.092
7 H 0.88776 -0.13102 2.65608  0.084
8 H -0.47088 2.66004 -2.03780  0.065
9 H -1.95111 -1.60372 -1.30758  0.039
10 H -3.03394 -0.25433 -1.59623  0.028
11 H 2.80879 -0.97367 -0.52136  0.084
12 H -1.54941 -0.36468 -2.49942  0.044
13 H 0.65620 -1.83549 0.04013  0.103
14 H 0.81817 -1.99613 2.53265  0.068
15 Cl 3.11630 -2.67089 1.06599  0.631
16 H 0.97458 1.16774 0.56542  0.100
17 H -2.21777 2.47497 -1.77246  0.043
18 C 0.59206 0.34566 -0.08765  -0.273
19 C -1.24592 2.43243 -1.25793  -0.210
20 C 1.01717 -0.97127 0.53327  -0.461
21 H -0.51791 -0.77643 2.21271  0.001
22 Si -1.20640 0.81380 -0.45335  0.193
23 C -1.97888 -0.52580 -1.48749  -0.202

## Properties
SMILES: C[C@H](CCl)C[Si](C)(C)Cl
ΔE to the lowest compared entry with this formula, charge and spin in kcal/mol: 47.2


# C6H14F2NO3P

A cluster of 2 separate species, C6H14F2NO3P in total (wB97M-V/def2-TZVPD, the Open Molecules 2025 dataset).

Last column: Löwdin charge in e.
CARTESIAN COORDINATES (ANGSTROEM)
1 F 2.34793 3.60035 -1.23456  0.006
2 C -0.62765 -2.42094 -1.25499  -0.318
3 H 0.88653 2.31615 0.52919  0.090
4 H 2.66058 2.32384 2.11959  0.079
5 H -0.62547 -1.64294 -1.94199  0.071
6 N 2.86769 2.10691 1.12951  0.130
7 H 2.84177 1.72127 -1.77296  0.144
8 C 0.77261 -3.00829 -1.59610  -0.068
9 H -2.22018 0.98024 2.41599  0.113
10 O 1.11851 -1.56508 1.68518  -0.245
11 C -2.19070 0.36119 1.51285  -0.282
12 H -1.52469 -2.93555 -1.49532  0.102
13 H 0.47827 -1.59676 2.56691  0.176
14 H -3.50542 1.79407 0.74574  0.086
15 H 0.79306 -3.36869 -2.66760  0.098
16 H 1.36196 -2.07558 -1.39769  0.059
17 H -2.98566 -0.36015 1.67314  0.114
18 C 2.13037 2.21678 -1.14839  -0.317
19 P 0.30353 -0.74035 0.66163  0.745
20 H -1.88073 2.00764 0.21308  0.048
21 O -0.62992 -2.00087 0.09143  -0.307
22 F 0.91910 2.11274 -1.75634  0.012
23 H 1.11461 -3.71881 -0.94152  0.032
24 O -0.86253 -0.16083 1.63799  -0.328
25 C -2.61267 1.27446 0.38769  -0.075
26 C 1.89767 2.04735 0.37692  -0.246
27 H -2.82858 0.73183 -0.53936  0.082

## Properties
SMILES: [H]/N=C/C(F)F.CCOP(O)OCC
ΔE to the lowest compared entry with this formula, charge and spin in kcal/mol: 44.6